Record 1
A structure of composition C26H50BN7OPtSi2Te, computed with ωB97M-V with the def2-TZVPD basis set.

Positions of all 89 atoms, in Å:
1 Pt 1.1898 -1.4402 -0.8858
2 C 3.9272 -3.7922 -1.3621
3 C 3.8031 -3.0822 -0.0592
4 C 4.6322 -3.1540 1.0578
5 C 4.0838 -2.3043 2.0032
6 C 4.5579 -2.0022 3.3834
7 N 2.9718 -1.7581 1.4767
8 N 2.8066 -2.2383 0.2125
9 B 1.9768 -0.7354 2.0805
10 N 1.9504 0.5513 1.1911
11 N 1.5383 0.4990 -0.1067
12 C 1.7960 1.6854 -0.6798
13 C 1.4840 1.9588 -2.1102
14 C 2.3533 2.5261 0.2746
15 C 2.4489 1.7738 1.4396
16 C 3.0138 2.1720 2.7594
17 N 0.5683 -1.3602 2.1025
18 N 0.0242 -1.8259 0.9477
19 C -1.1213 -2.4376 1.2492
20 C -1.9758 -3.0838 0.2139
21 C -1.3247 -2.3627 2.6291
22 C -0.2300 -1.6854 3.1382
23 C 0.0960 -1.3390 4.5501
24 H 4.6366 -4.6111 -1.2712
25 H 2.9701 -4.2116 -1.6769
26 H 4.2812 -3.1133 -2.1372
27 H 5.5176 -3.7560 1.1675
28 H 5.4747 -2.5528 3.5789
29 H 4.7631 -0.9395 3.5117
30 H 3.8188 -2.2939 4.1293
31 H 2.3129 -0.4445 3.1819
32 H 1.1606 1.0495 -2.6162
33 H 0.7010 2.7137 -2.2057
34 H 2.3660 2.3377 -2.6252
35 H 2.6668 3.5477 0.1417
36 H 3.0459 3.2572 2.8314
37 H 2.4233 1.7803 3.5849
38 H 4.0339 1.8006 2.8684
39 H -1.5935 -2.8935 -0.7883
40 H -2.0061 -4.1638 0.3600
41 H -3.0033 -2.7222 0.2714
42 H -2.1508 -2.7668 3.1891
43 H -0.7451 -1.5929 5.1911
44 H 0.9678 -1.8921 4.9007
45 H 0.3085 -0.2758 4.6599
46 N 3.3113 -1.3003 -4.7711
47 C 2.4840 -1.3091 -3.7278
48 O 2.8650 -1.0005 -2.5916
49 C 1.0328 -1.6620 -3.9606
50 C 0.3948 -2.2273 -2.7111
51 H 4.2711 -1.0219 -4.6384
52 H 3.0102 -1.5696 -5.6919
53 H 0.9243 -2.3547 -4.8006
54 H 0.5385 -0.7328 -4.2624
55 H 0.6672 -3.2717 -2.5175
56 H -0.6889 -2.1160 -2.6956
57 C -4.3580 -0.8539 -2.6024
58 Si -3.9693 0.9445 -2.8992
59 C -4.9499 2.0555 -1.7714
60 C -4.1107 1.4207 -4.6854
61 C -2.1022 1.1666 -2.4435
62 Te -1.7484 0.7860 -0.4209
63 C -1.7582 2.7769 0.2518
64 Si -2.2212 2.9415 2.1055
65 C -0.8619 2.0678 3.0398
66 C -2.2969 4.7577 2.4675
67 C -3.8568 2.0848 2.3602
68 H -5.4000 -1.0654 -2.8499
69 H -4.2168 -1.1451 -1.5579
70 H -3.7415 -1.5053 -3.2266
71 H -6.0188 1.9250 -1.9521
72 H -4.7203 3.1096 -1.9432
73 H -4.7821 1.8358 -0.7124
74 H -5.1500 1.3466 -5.0131
75 H -3.5192 0.7639 -5.3258
76 H -3.7874 2.4489 -4.8563
77 H -1.7621 2.1828 -2.6459
78 H -1.5118 0.4604 -3.0322
79 H -2.4446 3.3067 -0.4122
80 H -0.7425 3.1454 0.0724
81 H 0.0773 2.6220 2.9750
82 H -0.6844 1.0587 2.6549
83 H -1.1217 1.9706 4.0959
84 H -1.3675 5.2624 2.1975
85 H -2.4647 4.9261 3.5333
86 H -3.1145 5.2386 1.9279
87 H -3.8495 1.0492 2.0061
88 H -4.6704 2.6102 1.8556
89 H -4.1048 2.0487 3.4229

- relative energy (zero: lowest compared OMol25 entry of this formula, charge and spin) (eV) = 0.000
- max |F| (Eh/bohr) = 0.0064
- spin multiplicity = 5
- total charge = +2
- LUMO energy (alpha / beta) (eV) = -4.719 / -8.179


Record 2
A structure of composition F2HPS, computed with ωB97M-V with the def2-TZVPD basis set.

Positions of all 5 atoms, in Å:
1 F 0.0161 0.8084 -1.1612
2 F -0.0530 1.0387 1.1582
3 P -0.0278 -0.1133 0.0688
4 S -1.5989 -1.1476 0.0870
5 H 1.6636 -0.5863 -0.1529

- relative energy (zero: lowest compared OMol25 entry of this formula, charge and spin) (eV) = 0.880
- max |F| (Eh/bohr) = 0.0730
- LUMO energy (eV) = -0.415


Record 3
A cluster of 2 separate species, C3H4O2 in total, computed with ωB97M-V with the def2-TZVPD basis set.

Positions of all 9 atoms, in Å:
1 C 1.5758 -1.2648 1.6766
2 C 1.1116 -0.2649 1.0242
3 C -0.8846 0.8318 -1.1375
4 O -2.6673 1.7887 -1.9850
5 O -1.7222 1.7456 -1.0968
6 H 1.7940 -1.5275 2.7888
7 H 1.6638 -2.1226 0.9091
8 H -0.0185 0.8281 -0.3755
9 H -0.8527 -0.0144 -1.8038

- relative energy (zero: lowest compared OMol25 entry of this formula, charge and spin) (eV) = 9.502
- max |F| (Eh/bohr) = 0.0674
- LUMO energy (alpha / beta) (eV) = -1.132 / -1.132


Record 4
The ion C5H4N with charge +1, computed with ωB97M-V with the def2-TZVPD basis set.

Positions of all 10 atoms, in Å:
1 C 2.8339 -0.3168 -0.1281
2 C 1.5946 0.2453 0.0470
3 N -0.0105 0.9619 -0.1670
4 C -1.0176 0.2137 -0.0989
5 C -2.0530 -0.6311 0.3297
6 C -2.3988 0.4758 -0.3501
7 H 3.3887 -0.0270 -0.9093
8 H 3.2523 -0.8428 0.6943
9 H -2.4670 -1.3345 0.9537
10 H -3.1227 1.2554 -0.3713

- relative energy (zero: lowest compared OMol25 entry of this formula, charge and spin) (eV) = 4.253
- max |F| (Eh/bohr) = 0.1525
- SMILES = C=C=[N+]=c1cc1
- total charge = +1
- LUMO energy (alpha / beta) (eV) = -6.395 / -6.395


Record 5
A cluster of 7 separate species, C18H42N6O9 in total, computed with ωB97M-V with the def2-TZVPD basis set.

Positions of all 75 atoms, in Å:
1 C 8.0285 0.3410 -25.7265
2 O 9.2559 -0.0326 -25.0704
3 C 9.4786 0.5452 -23.8501
4 O 8.8421 1.4898 -23.3418
5 O 10.6077 0.0606 -23.3560
6 C 11.0388 0.3944 -22.0515
7 H 8.0035 1.3875 -26.0303
8 H 7.1470 0.3028 -25.0865
9 H 7.8391 -0.1348 -26.6887
10 H 10.8559 1.4629 -21.9370
11 H 12.1125 0.2191 -21.9845
12 H 10.4947 -0.0817 -21.2358
13 C 12.3965 8.7755 -27.6226
14 N 11.4006 9.6248 -27.0070
15 C 10.6433 9.3131 -25.9680
16 C 10.4876 7.8856 -25.4581
17 O 10.0604 10.2428 -25.4467
18 H 12.2014 8.6446 -28.6870
19 H 12.3853 7.7418 -27.2771
20 H 13.3928 9.1901 -27.4685
21 H 11.4419 10.5936 -27.2893
22 H 9.7325 7.7217 -24.6892
23 H 11.4641 7.5957 -25.0702
24 H 10.1775 7.2953 -26.3204
25 C 22.0634 5.4868 -24.3717
26 N 21.4111 4.9869 -23.1665
27 C 20.4678 4.0407 -23.1518
28 C 19.9128 3.6590 -21.8137
29 O 20.1155 3.4340 -24.1659
30 H 23.1458 5.6075 -24.3259
31 H 21.6040 6.4692 -24.4807
32 H 21.6472 5.0272 -25.2682
33 H 21.7131 5.5357 -22.3743
34 H 19.4249 2.6859 -21.8712
35 H 19.1431 4.3938 -21.5777
36 H 20.6264 3.7867 -20.9997
37 C 20.3871 1.2006 -30.6685
38 N 19.1394 1.2859 -31.5738
39 C 18.3336 0.2968 -31.7682
40 C 16.9914 0.6213 -32.4202
41 O 18.5398 -0.8810 -31.3751
42 H 20.9390 2.1390 -30.7229
43 H 21.0539 0.4375 -31.0699
44 H 20.0734 1.0243 -29.6396
45 H 18.9462 2.2272 -31.8847
46 H 16.5343 1.5626 -32.1152
47 H 16.2577 -0.1497 -32.1848
48 H 17.0486 0.4739 -33.4987
49 C 18.5913 -1.7753 -26.0631
50 C 19.9682 -2.4247 -26.0354
51 N 20.6407 -2.4227 -27.1959
52 O 20.3017 -2.9542 -24.9976
53 H 18.1307 -1.8690 -25.0797
54 H 18.0098 -2.3700 -26.7676
55 H 18.6178 -0.7046 -26.2653
56 H 20.4293 -1.8846 -28.0240
57 H 21.5873 -2.7718 -27.1485
58 C 14.9512 3.1188 -25.8722
59 C 15.3103 3.3733 -27.2679
60 N 16.6427 3.5544 -27.5092
61 O 14.4432 3.5176 -28.1616
62 H 15.0087 2.0714 -25.5760
63 H 13.9282 3.4540 -25.7010
64 H 15.4673 3.8228 -25.2193
65 H 16.8586 3.6393 -28.4922
66 H 17.3415 3.2513 -26.8460
67 C 16.6411 7.0400 -34.1441
68 C 16.5132 6.2389 -32.8433
69 N 15.2688 6.1119 -32.4119
70 O 17.4424 5.8331 -32.1762
71 H 16.2762 6.4313 -34.9714
72 H 17.6529 7.4443 -34.1736
73 H 15.9616 7.8922 -34.1419
74 H 15.1307 5.7036 -31.4985
75 H 14.4374 6.4421 -32.8810

- relative energy (zero: lowest compared OMol25 entry of this formula, charge and spin) (eV) = 1.927
- max |F| (Eh/bohr) = 0.1008
- SMILES = COC(=O)OC.CNC(C)=O.CNC(C)=O.CNC(C)=O.CC(N)=O.CC(N)=O.CC(N)=O
- LUMO energy (eV) = 0.200


Record 6
A cluster of 2 separate species, CH7N2O2 in total, computed with ωB97M-V with the def2-TZVPD basis set.

Positions of all 12 atoms, in Å:
1 C 1.2208 0.0503 -0.0117
2 N -2.2486 0.0837 -0.0718
3 N 2.4770 0.4172 0.1610
4 O 0.2427 0.7857 -0.1374
5 O 1.1011 -1.2864 0.0071
6 H -2.6143 0.0851 0.8800
7 H -2.6881 0.8583 -0.5830
8 H 3.1619 -0.3136 0.2887
9 H -2.4632 -0.7897 -0.5536
10 H 2.7642 1.3796 0.1682
11 H -1.1459 0.3390 -0.0878
12 H 0.1924 -1.6091 -0.0596

- relative energy (zero: lowest compared OMol25 entry of this formula, charge and spin) (eV) = 0.000
- max |F| (Eh/bohr) = 0.0190
- total charge = +1
- LUMO energy (eV) = -3.770